Molecular formula: C19H24N4O6P
Method: DFT, ωB97M-V/def2-TZVPD

Values from the calculation:
Net charge: +1
E_LUMO in eV: -3.90
HOMO in eV: -11.21
Gap between HOMO and LUMO in eV: 7.31

```
54
Properties=species:S:1:pos:R:3:lowdin_charge:R:1
C 0.0594 -1.7003 0.9632 -0.070
C 0.1777 -0.9288 -0.4786 -0.346
N -1.1648 -0.7164 -1.1864 0.094
C -0.9471 0.1258 -2.4434 -0.115
N -2.0996 0.5798 -3.0982 0.067
C -3.5153 0.2202 -2.6452 -0.130
C -4.0011 -1.2959 -3.0555 -0.148
N -5.1453 -1.7682 -2.3999 0.049
N 0.4027 0.5049 -3.0193 0.031
C 1.4089 0.9081 -1.9699 -0.193
C 1.0258 0.4728 -0.4353 -0.377
P 0.2155 1.8879 0.5554 0.947
O -0.3281 3.1069 -0.5777 -0.344
O -1.1609 1.3719 1.4870 -0.342
H 1.1594 -1.8427 1.3967 0.118
H -0.5961 -1.1599 1.7678 0.076
H -0.4389 -2.7568 0.7596 0.094
H 0.7868 -1.6624 -1.1966 0.160
H -1.7542 -0.2331 -0.4769 0.114
H -2.0492 1.1890 -3.9697 0.185
H -4.2539 0.9845 -3.1697 0.155
H -3.5602 0.4051 -1.4901 0.135
H -3.5061 -1.9908 -3.8600 0.124
H -5.3776 -2.7337 -2.7227 0.045
H 0.7627 -0.2570 -3.6461 0.148
H 1.6800 2.0629 -1.9841 0.109
H 2.4270 0.3502 -2.2315 0.151
H 2.0589 0.2199 0.1061 0.142
H 0.5016 3.5775 -0.8999 0.032
H -0.9060 0.9405 2.3543 0.075
C 0.3391 -5.7644 3.6116 0.024
C 0.1892 -7.0606 3.3226 0.029
C -0.9394 -7.5362 2.4983 -0.378
O -1.0785 -8.7227 2.2350 0.116
C -1.8943 -6.5242 2.0047 0.027
C -1.7444 -5.2279 2.2937 0.011
C -0.6158 -4.7523 3.1179 -0.389
O -0.4767 -3.5658 3.3813 0.069
H 1.1608 -5.3989 4.2154 0.124
H 0.8815 -7.8151 3.6765 0.127
H -2.7160 -6.8896 1.4009 0.125
H -2.4367 -4.4734 1.9397 0.119
C 4.2536 7.0106 0.1599 0.035
C 4.2392 5.8576 -0.5160 0.026
C 3.1070 4.9173 -0.4025 -0.373
O 3.0939 3.8608 -1.0192 0.063
C 1.9912 5.3009 0.4850 0.012
C 2.0056 6.4539 1.1608 0.043
C 3.1378 7.3942 1.0473 -0.372
O 3.1509 8.4507 1.6640 0.123
H 5.0766 7.7112 0.0885 0.129
H 5.0497 5.5622 -1.1715 0.125
H 1.1682 4.6003 0.5563 0.066
H 1.1951 6.7492 1.8163 0.130
```


Molecular formula: C19H24N8O2Re
Method: DFT, ωB97M-V/def2-TZVPD

Values from the calculation:
Net charge: +2
Spin multiplicity: 2
E_LUMO (alpha / beta) in eV: -8.22 / -8.61
HOMO (alpha / beta) in eV: -12.76 / -12.26
ΔE to the lowest compared entry with this formula, charge and spin in kJ/mol: 277.8
Gap between HOMO and LUMO (alpha / beta) in eV: 4.54 / 3.66

```
54
Properties=species:S:1:pos:R:3:mulliken_spin:R:1
Re 0.3047 -0.0458 -0.3027 0.783
C -0.6036 0.1774 3.9709 -0.014
C 0.6229 0.4660 4.5502 0.027
C 1.7397 0.5339 3.7308 -0.002
C 1.6052 0.3275 2.3606 0.008
N 0.3969 0.0599 1.8007 -0.054
C -0.6665 -0.0202 2.6011 0.041
C 2.7138 0.3527 1.4068 0.042
C 4.0560 0.3881 1.7770 0.002
C 5.0402 0.3284 0.8071 0.000
C 4.6511 0.2346 -0.5231 0.002
C 3.3037 0.2130 -0.8230 0.000
N 2.3415 0.2731 0.1036 -0.026
H -1.5049 0.1025 4.5583 0.000
H 0.7109 0.6320 5.6130 -0.001
H 2.7055 0.7495 4.1563 0.001
H -1.6200 -0.2479 2.1381 0.007
H 4.3282 0.4401 2.8175 0.000
H 6.0828 0.3349 1.0802 0.000
H 5.3798 0.1660 -1.3132 0.000
H 2.9774 0.1246 -1.8484 -0.001
N 0.1609 0.1419 -2.5416 0.008
C 0.6572 1.4252 -3.0910 0.001
C 0.1609 2.5945 -2.2366 0.006
N 0.4729 2.3607 -0.8188 0.012
H 0.5495 -0.6238 -3.0979 0.003
H -0.8529 0.1136 -2.6917 0.005
H 0.3098 1.5706 -4.1193 -0.002
H 1.7491 1.4083 -3.1008 0.000
H -0.9223 2.6620 -2.3329 -0.003
H 0.5982 3.5285 -2.6050 -0.001
H -0.2186 2.8280 -0.2384 0.003
H 1.3859 2.7492 -0.5925 0.001
N -2.6167 -3.2784 0.0274 0.001
C -1.5616 -2.4861 -0.0532 0.010
O -1.6424 -1.3263 -0.5012 0.017
C -0.2263 -2.9964 0.4131 -0.007
C 0.8620 -2.1731 -0.2772 -0.028
H -3.5348 -2.9540 -0.2427 -0.001
H -2.5527 -4.2120 0.4020 0.000
H -0.1169 -4.0625 0.2053 -0.002
H -0.1823 -2.8663 1.4976 -0.001
H 0.9266 -2.4997 -1.3215 0.013
H 1.8245 -2.3859 0.1923 -0.001
N -3.7831 1.5098 -2.4500 -0.007
C -3.2474 0.9984 -1.3244 -0.017
O -2.0999 1.2570 -0.9598 0.031
C -4.1264 0.0719 -0.5975 0.097
C -5.1404 -0.6133 -1.2518 -0.018
N -5.9325 -1.2212 -1.8261 0.046
C -3.8535 -0.2155 0.7285 -0.018
N -3.5750 -0.4506 1.8234 0.034
H -3.2891 2.2129 -2.9786 0.000
H -4.7458 1.3434 -2.7007 0.000
```


Molecular formula: C19H25As2NPdTe
Method: DFT, ωB97M-V/def2-TZVPD

Values from the calculation:
Net charge: +2
E_LUMO in eV: -6.68
HOMO in eV: -13.52
ΔE to the lowest compared entry with this formula, charge and spin in kJ/mol: 401.8
Gap between HOMO and LUMO in eV: 6.84

```
49
Properties=species:S:1:pos:R:3:lowdin_charge:R:1
Pd 0.2995 0.4123 -0.6254 0.163
C -0.8035 -3.2472 0.0527 -0.236
As 0.1317 -1.9343 -1.0177 1.181
C -0.1804 -2.4731 -2.8476 -0.241
C 2.0704 -2.3358 -0.7370 -0.398
C 2.7133 -3.6440 -0.8335 -0.022
C 3.8227 -3.8997 -0.1157 -0.016
C 4.4039 -2.9388 0.7980 -0.012
C 3.8942 -1.7034 0.9541 0.016
C 2.7408 -1.3458 0.1639 -0.270
As 2.4218 1.8096 -0.3760 1.169
C 3.6078 2.2882 1.0897 -0.262
C 3.4057 2.1772 -2.0122 -0.271
H -0.5737 -4.2540 -0.2925 0.049
H -1.8724 -3.0696 -0.0547 0.041
H -0.5239 -3.1412 1.0989 0.045
H 0.1839 -3.4857 -3.0162 0.045
H 0.3217 -1.7776 -3.5172 0.039
H -1.2516 -2.4443 -3.0407 0.047
H 2.2525 -4.4157 -1.4361 0.122
H 4.2804 -4.8786 -0.1754 0.129
H 5.2598 -3.2460 1.3841 0.130
H 4.2952 -0.9934 1.6635 0.125
H 4.5650 1.7848 0.9767 0.039
H 3.1406 2.0316 2.0373 0.039
H 3.7565 3.3657 1.0450 0.044
H 4.4209 1.7897 -1.9536 0.042
H 3.4433 3.2553 -2.1566 0.043
H 2.8690 1.7323 -2.8477 0.035
N 2.7710 -1.1361 -1.3736 0.096
C 2.2265 -0.1151 -0.4329 -0.565
H 3.7092 -1.1709 -1.7654 0.195
C -2.2273 2.8823 0.7374 -0.391
Te -2.0376 1.6339 -1.0022 1.301
C -3.5598 0.4831 -0.0156 -0.399
C -4.3075 1.5002 0.8075 -0.306
C -5.6185 1.2812 1.2088 -0.028
C -6.2735 2.2260 1.9836 -0.053
C -5.6233 3.3954 2.3522 -0.053
C -4.3172 3.6234 1.9471 -0.026
C -3.6532 2.6774 1.1778 -0.305
H -2.0146 3.9154 0.4724 0.065
H -1.5076 2.5456 1.4825 0.059
H -3.0776 -0.2750 0.6013 0.055
H -4.1959 0.0008 -0.7547 0.064
H -6.1327 0.3761 0.9097 0.121
H -7.2972 2.0563 2.2876 0.116
H -6.1404 4.1380 2.9441 0.116
H -3.8180 4.5438 2.2241 0.122
```


Molecular formula: C19H25BO4
Method: DFT, ωB97M-V/def2-TZVPD

Values from the calculation:
E_LUMO in eV: -2.81
HOMO in eV: -6.31
ΔE to the lowest compared entry with this formula, charge and spin in kJ/mol: 121.0
Gap between HOMO and LUMO in eV: 3.51

```
49
Properties=species:S:1:pos:R:3:lowdin_charge:R:1
C -3.2003 -1.9425 -4.9985 -0.026
C -1.8206 -1.9140 -4.5529 -0.344
C -0.6322 -2.4870 -4.9405 -0.045
C 0.3097 -2.1884 -3.9153 -0.050
C -0.3484 -1.4695 -2.9016 -0.059
B -0.8895 -1.4242 -1.1442 -0.933
O -2.1413 -1.9424 -0.7032 0.100
C -2.4097 -1.2659 0.5802 -0.077
C -1.1826 -0.3487 0.7782 -0.319
C -0.8059 0.6024 1.8453 -0.079
C -1.4042 0.6357 -0.4313 -0.175
O -0.9386 0.0076 -1.5521 -0.061
C 0.0535 -1.4072 0.8185 -0.098
O 0.2650 -1.9101 -0.4746 0.078
O -1.6185 -1.3040 -3.3665 0.009
H -3.3210 -2.6470 -5.8278 0.084
H -3.8658 -2.2471 -4.1794 0.093
H -3.5255 -0.9541 -5.3423 0.084
H -0.4789 -3.0694 -5.8536 0.102
H 1.3627 -2.4389 -3.9155 0.084
H -3.3321 -0.6620 0.4153 0.132
H -2.5300 -1.9668 1.4226 0.130
H 1.0267 0.6596 0.2500 0.059
H -1.5426 1.4010 2.0246 0.144
H -0.6587 0.0700 2.7895 0.141
H -2.4899 0.8528 -0.4786 0.147
H -0.8957 1.6053 -0.4260 0.091
H 1.0186 -1.0062 1.1650 0.102
H -0.2528 -2.1756 1.5507 0.144
C 0.2657 2.6714 0.8683 -0.052
C 0.5184 1.1904 1.2330 -0.213
C 1.6828 0.7795 -0.8357 0.209
C 1.5093 1.1983 2.4262 -0.188
C 2.7264 0.5071 2.4743 -0.029
C 3.5711 0.6111 3.5976 -0.066
C 3.2525 1.4725 4.6589 -0.084
C 2.0442 2.1771 4.6199 -0.064
C 1.1513 1.9639 3.5556 -0.052
H -0.8118 2.8698 0.7414 0.097
H 0.6521 3.3612 1.6323 0.096
H 0.7888 2.9370 -0.0419 0.077
H 2.4580 0.0243 -0.7485 0.092
H 0.9837 0.5467 -1.6545 0.087
H 2.0809 1.7891 -0.9394 0.083
H 3.0428 -0.0923 1.6288 0.104
H 4.4895 0.0194 3.6521 0.108
H 3.9006 1.5685 5.5391 0.108
H 1.7684 2.8853 5.4018 0.108
H 0.1736 2.4562 3.5550 0.120
```


Molecular formula: C19H25BrN2O5PSnTe
Method: DFT, ωB97M-V/def2-TZVPD

Values from the calculation:
Net charge: -1
E_LUMO in eV: 1.50
HOMO in eV: -4.02
ΔE to the lowest compared entry with this formula, charge and spin in kJ/mol: 192.7
Gap between HOMO and LUMO in eV: 5.53

```
55
Properties=species:S:1:pos:R:3:lowdin_charge:R:1
Sn 0.2239 -0.2940 -0.7313 1.109
C 1.5843 1.4913 -0.9655 -0.341
N 3.1317 -0.2009 0.1832 -0.066
C 3.6590 -0.8272 -2.1530 -0.008
C 2.7525 -0.6532 1.4957 -0.149
C 1.4948 -0.1265 2.1341 -0.226
C 1.5586 0.1541 3.4997 -0.052
C 0.4539 0.5811 4.2113 -0.100
C -0.7566 0.7520 3.5635 -0.104
C -0.8446 0.4778 2.2086 -0.134
C 0.2657 0.0461 1.5040 -0.182
H 2.6639 1.6598 0.8561 0.158
H 0.2714 2.6168 0.2030 0.093
H 1.9011 1.6422 -2.0032 0.095
H 4.7110 -0.5954 -2.0168 0.071
H 3.1306 0.0256 -2.5602 0.056
H 3.5604 -1.6702 -2.8303 0.081
H 3.5870 -0.4468 2.1845 0.122
H 2.6759 -1.7436 1.3892 0.129
H 2.5013 0.0142 4.0146 0.105
H 0.5378 0.7732 5.2737 0.094
H -1.6253 1.0954 4.1061 0.093
H -1.7882 0.5815 1.6998 0.066
Br 0.5947 5.3670 0.0023 0.661
C 1.6965 3.8516 -0.4827 -0.717
C 2.9713 4.1112 -0.8261 -0.170
C 4.0262 3.1629 -1.0567 -0.125
C 4.0284 1.8645 -0.7317 -0.057
C 2.8629 1.1781 -0.1121 -0.311
N 0.9625 2.7124 -0.5354 -0.096
C 3.0652 -1.2725 -0.8100 -0.851
O 3.5373 -2.3897 -0.3663 -0.124
O 1.6773 -1.6253 -1.0488 -0.325
H 3.2635 5.1512 -0.8790 0.074
H 4.9230 3.5921 -1.4857 0.091
H 4.8885 1.2540 -0.9506 0.098
C -3.3197 -4.5345 -0.8354 -0.068
C -2.3988 -3.3734 -0.5057 -0.277
O -2.3811 -2.4324 -1.5748 -0.292
P -2.8713 -0.9474 -1.2843 0.044
O -2.7644 -0.5626 0.1340 -0.368
Te -1.6414 0.4472 -2.7677 0.695
O -4.4208 -1.0401 -1.7576 -0.275
C -5.2309 0.0880 -1.4850 -0.317
C -5.8292 0.0170 -0.0899 -0.077
H -3.3484 -5.2255 0.0038 0.075
H -2.9607 -5.0583 -1.7173 0.076
H -4.3251 -4.1686 -1.0328 0.073
H -1.3681 -3.7130 -0.3690 0.129
H -2.7268 -2.8699 0.4083 0.109
H -6.0182 0.0800 -2.2478 0.117
H -4.6346 1.0027 -1.6057 0.092
H -6.3407 -0.9321 0.0422 0.076
H -6.5351 0.8295 0.0567 0.073
H -5.0347 0.0841 0.6455 0.060
```


Molecular formula: C19H25CaCl3N4O5S
Method: DFT, ωB97M-V/def2-TZVPD

Values from the calculation:
E_LUMO in eV: 0.23
HOMO in eV: -7.26
ΔE to the lowest compared entry with this formula, charge and spin in kJ/mol: 0.7
Gap between HOMO and LUMO in eV: 7.49

```
58
Properties=species:S:1:pos:R:3:lowdin_charge:R:1
Ca -0.0588 -0.1361 0.8201 1.286
Cl 6.0520 -3.4123 3.7646 0.633
C 4.8530 -2.4448 2.9383 -0.679
C 3.6219 -2.2309 3.5299 -0.141
C 2.6944 -1.4644 2.8544 -0.544
Cl 1.1226 -1.1709 3.5878 0.725
C 2.9207 -0.8815 1.5921 -0.507
O 2.0164 -0.1684 0.9980 -0.362
C 4.1933 -1.1383 1.0510 -0.583
Cl 4.5753 -0.4634 -0.5118 0.662
C 5.1460 -1.9020 1.7000 -0.145
H 3.3890 -2.6534 4.4970 0.105
H 6.1102 -2.0696 1.2404 0.103
C -3.0916 -2.8865 3.0211 -0.012
C -2.2657 -1.7970 2.4157 -0.293
N -1.3566 -2.0264 1.5376 -0.115
O -1.2523 -3.3871 1.2145 -0.061
C -2.5144 -0.3767 2.8087 -0.311
C -3.5670 0.0113 3.7920 -0.045
N -1.7662 0.4966 2.2009 -0.251
O -1.9054 1.7702 2.3979 -0.236
H -2.5320 -3.8151 3.0802 0.078
H -3.9738 -3.0719 2.4025 0.100
H -3.4353 -2.6012 4.0136 0.076
H -0.5775 -3.3790 0.5307 0.066
H -4.5190 -0.4888 3.5995 0.076
H -3.7103 1.0872 3.7202 0.065
H -3.2774 -0.2229 4.8213 0.084
N -0.1620 -1.4908 -1.2010 0.121
C -0.5083 -1.1522 -2.2537 -0.229
N -0.9052 -0.7555 -3.4382 -0.081
C -2.2445 -1.0551 -3.9564 -0.099
C -2.0973 -1.5925 -5.3634 -0.186
O -1.3583 -0.6903 -6.1718 -0.123
C -0.0395 -0.5083 -5.6792 -0.184
C -0.0666 0.0946 -4.2919 -0.099
H -2.8313 -0.1329 -3.9637 0.135
H -2.7270 -1.7737 -3.2970 0.137
H -3.0733 -1.7063 -5.8314 0.131
H -1.5971 -2.5681 -5.3401 0.131
H 0.4671 0.1565 -6.3764 0.131
H 0.4871 -1.4700 -5.6580 0.132
H -0.5075 1.0944 -4.3241 0.132
H 0.9284 0.1618 -3.8564 0.139
O -0.6154 1.6265 -0.3638 -0.708
S -0.8153 3.0620 0.1840 1.010
C -0.0064 4.0762 -1.0798 -0.323
C 1.4204 4.3734 -0.6275 -0.226
C 1.3176 4.5461 0.8850 -0.227
C 0.5289 3.3376 1.3720 -0.303
H -0.5968 4.9890 -1.1799 0.089
H -0.0875 3.4999 -2.0001 0.083
H 1.8276 5.2538 -1.1236 0.112
H 2.0703 3.5276 -0.8624 0.119
H 0.7811 5.4694 1.1202 0.116
H 2.2879 4.5973 1.3781 0.119
H 0.0788 3.4134 2.3578 0.088
H 1.1523 2.4393 1.3246 0.090
```